ORCA calculation (ωB97M-V/def2-TZVPD) on C11H35BCl3F4GeNO6P2Si4Y as an isolated structure.

CARTESIAN COORDINATES (ANGSTROEM)
Y: 1.325 2.383 -1.543
N: -1.971 -0.061 -3.509
C: -1.341 1.235 -3.907
C: -2.058 1.715 -5.113
P: -1.981 2.339 -2.521
O: -2.061 3.795 -3.137
O: -3.275 1.627 -2.267
O: -0.904 2.337 -1.472
P: 0.545 1.093 -3.944
O: 0.779 0.333 -5.361
O: 0.985 2.525 -3.919
O: 0.990 0.419 -2.644
H: -2.902 0.239 -3.072
H: -1.442 -0.524 -2.774
H: -2.132 -0.725 -4.302
H: -3.136 1.874 -4.921
H: -1.901 1.038 -5.989
H: -1.561 2.635 -5.378
H: -1.540 4.449 -2.619
H: 1.686 0.198 -5.727
F: 3.457 1.594 -0.561
B: 4.152 2.846 -0.961
F: 3.101 3.665 -1.587
F: 4.995 2.522 -1.942
F: 4.505 3.503 0.143
Cl: 0.433 5.337 -1.746
Ge: 0.109 5.351 0.671
Cl: 1.192 3.133 0.914
Cl: 1.682 6.767 1.106
C: 3.601 -1.440 1.330
Si: 2.165 -2.206 2.280
C: 2.300 -1.868 4.093
C: 2.042 -4.044 1.917
Si: 0.246 -1.195 1.574
Si: -1.099 -2.325 0.127
C: -1.667 -3.963 0.943
C: -2.529 -1.244 -0.392
C: -0.130 -2.832 -1.451
Si: -1.014 -0.053 3.199
C: -1.700 -1.091 4.619
C: 0.071 1.183 4.077
C: -2.353 0.927 2.427
H: 4.587 -1.921 1.535
H: 3.680 -0.363 1.427
H: 3.353 -1.619 0.263
H: 3.313 -2.112 4.435
H: 1.570 -2.392 4.681
H: 2.171 -0.818 4.250
H: 2.999 -4.573 1.824
H: 1.512 -4.194 0.961
H: 1.521 -4.640 2.704
H: -2.190 -3.895 1.991
H: -0.804 -4.633 1.045
H: -2.424 -4.449 0.355
H: -3.264 -1.120 0.426
H: -3.063 -1.723 -1.232
H: -2.240 -0.257 -0.690
H: 0.740 -3.403 -1.200
H: 0.151 -1.888 -1.976
H: -0.775 -3.328 -2.099
H: -0.929 -1.155 5.420
H: -2.000 -2.146 4.440
H: -2.601 -0.687 5.003
H: -0.335 1.310 5.061
H: 0.167 2.139 3.554
H: 1.084 0.747 4.258
H: -3.226 0.450 2.039
H: -1.959 1.575 1.632
H: -2.699 1.603 3.232

highest occupied orbital energy (alpha / beta)	-0.266 / -0.324	Ha
energy relative to the best compared isomer or geometry (same formula, charge and spin)	0.00	kJ/mol
multiplicity	2
HOMO-LUMO gap (alpha / beta)	6.902 / 7.588	eV